# 1
C31H35ClN2RhSi2 | wB97M-V/def2-TZVPD

```
! wB97M-V def2-TZVPD RIJCOSX def2/J DEFGRID3
* xyz 1 5
C 1.68973 0.68110 -2.00699
C 2.27899 -0.34308 -2.83747
C 1.54150 -0.37897 -4.05871
H 3.14591 -0.95824 -2.59199
C 0.45800 0.55185 -3.97603
C 0.58036 1.24732 -2.72590
H -0.03921 2.08074 -2.37961
H 2.07589 1.02359 -1.04639
H 1.76711 -1.02862 -4.89592
H -0.32082 0.70316 -4.72023
Rh 0.35889 -0.78092 -2.45548
Si -0.75232 -2.55988 -4.29438
C -0.54755 -4.48572 -4.37920
C -1.65653 -5.31820 -4.54772
H -2.66953 -4.90668 -4.50367
C -1.50551 -6.69564 -4.75487
H -2.38559 -7.33122 -4.84651
C -0.22804 -7.25873 -4.82087
H -0.10613 -8.33708 -4.95061
C 0.88683 -6.42554 -4.70345
H 1.89128 -6.85470 -4.76004
C 0.73013 -5.05675 -4.47807
H 1.62260 -4.43420 -4.36507
C -1.75645 -2.58383 -5.95093
C -1.08903 -2.72333 -7.18295
H -0.00701 -2.58610 -7.23676
C -1.78978 -3.10939 -8.33292
H -1.24792 -3.28769 -9.26655
C -3.18198 -3.27725 -8.29842
H -3.73393 -3.56139 -9.19846
C -3.85979 -3.06852 -7.09614
H -4.94808 -3.15200 -7.04526
C -3.14335 -2.75921 -5.93169
H -3.69372 -2.66561 -4.99548
H 0.56003 -2.32433 -4.95375
Si -3.02176 -4.30222 -1.32744
C -3.28068 -2.85034 -2.53261
C -2.30241 -1.87118 -3.09515
H -1.46285 -1.63440 -2.35438
C -2.87980 -0.67643 -3.70596
H -2.21725 -0.01603 -4.27226
C -4.21253 -0.35709 -3.55173
H -4.58674 0.64453 -3.79618
C -5.12391 -1.32365 -3.09505
H -6.19485 -1.10368 -3.03559
C -4.64420 -2.55095 -2.62177
H -5.36689 -3.30278 -2.28451
C -1.36679 -5.15598 -1.34397
C -0.21014 -4.37953 -1.25501
H -0.29376 -3.28852 -1.22909
C 1.04950 -4.97802 -1.22378
H 1.94366 -4.35291 -1.18996
C 1.14980 -6.37071 -1.26153
H 2.13672 -6.83752 -1.24685
C -0.00716 -7.15050 -1.32937
H 0.07734 -8.23611 -1.37612
C -1.26511 -6.55157 -1.36414
H -2.17440 -7.14946 -1.41692
H -3.97485 -5.28732 -1.52503
Cl -3.14359 -3.38709 0.54810
N 0.92470 -1.54104 -0.33177
C -0.04772 -1.29025 0.78900
C -0.88636 -0.07283 0.51237
N -1.37345 -0.09658 -0.89906
H 1.19269 -2.52651 -0.32454
H 1.79572 -1.06210 -0.08136
H -0.68093 -2.18030 0.89864
H 0.50684 -1.14593 1.72643
H -1.74587 -0.06841 1.19448
H -0.30612 0.84681 0.65671
H -2.22764 -0.66023 -0.93842
H -1.68568 0.83625 -1.16499
*
```

Output
LUMO (spin up / spin down) ... -2.76 / -5.66 eV
Orbital gap (spin up / spin down) ... 6.42 / 4.91 eV
Electronic energy ... -66969.651 eV
Energy relative to the best compared isomer or geometry (same formula, charge and spin) ... 1.366 eV
Largest force on an atom ... 0.20015 hartree/bohr
⟨S²⟩ ... 6.05



# 2
Cd2H24O16P | wB97M-V/def2-TZVPD

```
! wB97M-V def2-TZVPD RIJCOSX def2/J DEFGRID3
* xyz 1 1
Cd -5.32204 -0.35295 -0.89425
Cd -1.66175 -5.85343 -5.64079
P -2.70910 -2.96145 -2.98625
O -2.60098 -1.49065 -2.70316
O -1.44053 -3.80896 -3.04636
O -3.36527 -3.26652 -4.35756
O -3.85857 -3.33720 -1.94739
O 1.05821 -5.88505 0.34746
H 0.80339 -5.52522 -0.50214
H 0.47404 -5.45788 0.97397
O 0.64821 2.07017 -1.47005
H 0.33693 2.97505 -1.44725
H -0.12504 1.55619 -1.70275
O -1.46049 1.77761 -5.91585
H -1.75093 1.22871 -5.18743
H -1.92137 2.60705 -5.78996
O -4.26860 -5.40066 2.40157
H -4.16716 -4.89697 1.59396
H -5.18404 -5.27320 2.65052
O 2.42745 -1.45232 -3.58457
H 2.13398 -0.59474 -3.27685
H 1.72436 -2.05110 -3.33288
O -7.41073 -4.40005 -6.40550
H -6.52525 -4.16080 -6.13172
H -7.39191 -4.33701 -7.36044
O -7.49930 -6.62595 -1.78581
H -7.51119 -7.17232 -0.99996
H -6.81876 -5.97483 -1.61514
O 0.59694 -3.77927 -7.55392
H 1.08800 -3.23382 -6.93945
H 1.10336 -3.74223 -8.36534
O -3.25184 -0.80545 2.28031
H -2.57252 -1.47776 2.22780
H -3.29991 -0.58499 3.21054
O -4.80421 -1.27058 -8.82358
H -4.44904 -1.54964 -7.97965
H -5.48566 -1.91301 -9.02142
O 1.13857 -8.33406 -5.55254
H 1.05915 -9.24070 -5.25600
H 2.07394 -8.21698 -5.71868
O -4.89946 3.17227 -0.49560
H -5.51658 3.84227 -0.20148
H -4.05323 3.61904 -0.51877
*
```

Output
LUMO ... -8.29 eV
Orbital gap ... 3.66 eV
Electronic energy ... -51551.675 eV
Largest force on an atom ... 0.03520 hartree/bohr



# 3
C5H14N2O | wB97M-V/def2-TZVPD

```
! wB97M-V def2-TZVPD RIJCOSX def2/J DEFGRID3
* xyz 2 1
C -0.72423 -0.57401 0.72724
C -0.24272 0.53138 -0.21412
C 1.24592 0.77387 -0.12267
C 2.14406 0.40022 -1.01766
C 2.73933 1.34805 1.70867
N 1.68509 1.55219 1.01912
N -2.17534 -0.88221 0.47904
H -0.62035 -0.30057 1.77183
H -0.17708 -1.50045 0.56185
H -0.44561 0.23719 -1.24022
H -0.77882 1.46523 -0.02313
H 1.85583 -0.18505 -1.88077
H 3.19046 0.66609 -0.95943
H 3.37401 0.49680 1.49514
H 3.00150 2.06783 2.47624
H 1.12869 2.37377 1.25602
H -2.30163 -1.22339 -0.51143
H -2.78352 -0.07484 0.64019
H -2.49356 -1.61538 1.11803
H -2.26628 -2.59262 -2.40360
H -2.98104 -1.28886 -2.76262
O -2.37471 -1.67525 -2.11773
*
```

Output
LUMO ... -8.27 eV
Orbital gap ... 10.02 eV
Electronic energy ... -10422.987 eV
Energy relative to the best compared isomer or geometry (same formula, charge and spin) ... 0.034 eV
Largest force on an atom ... 0.00576 hartree/bohr



Look up the largest force on an atom of the third one. 0.00576 hartree/bohr